Molecular formula: C4H11N2O
Method: DFT, ωB97M-V with the def2-TZVPD basis set

The energy relative to the best compared isomer or geometry (same formula, charge and spin) is 0.743 eV. Its multiplicity is 1. The calculation puts the HOMO energy at -0.11980 Eh. Its charge is -1.

Each line ends with the Löwdin charge.
Atoms and positions in Å:
O1 -0.8138 0.0390 0.0147  -0.26
N1 2.0950 -1.3587 -1.6376  -0.12
N2 1.4514 -0.8043 0.6420  -0.02
C1 1.1856 -0.3086 -2.1508  -0.21
C2 2.1794 -1.4682 -0.3188  -0.42
C3 -2.4242 1.4437 0.9532  -0.13
C4 -1.2185 0.5695 1.2309  -0.45
H1 -0.4424 1.1738 1.7400  0.10
H2 -2.8027 1.8985 1.8791  0.05
H3 0.1844 -0.6663 -1.9144  0.04
H4 2.7155 -2.3282 0.0958  0.07
H5 0.2823 -0.3159 0.2017  0.00
H6 -1.4386 -0.2797 1.9125  0.10
H7 -3.2540 0.8826 0.4917  0.06
H8 1.8067 -1.0975 1.5464  0.02
H9 1.2676 -0.2430 -3.2421  0.04
H10 -2.1078 2.2071 0.2073  0.07
H11 1.3340 0.6560 -1.6516  0.06